one | ORCA calculation (ωB97M-V with the def2-TZVPD basis set) on a cluster of 2 separate species, C2H6N2O2 in total.

Values from the calculation:
* HOMO: -9.6 eV

```
! RIJCOSX wB97M-V def2-TZVPD def2/J DEFGRID3
* xyz 0 1
H -0.530 1.483 -2.658
N -0.823 1.594 -1.684
C -1.433 0.729 -0.990
N -1.954 1.170 0.219
H -1.774 -0.229 -1.338
H -2.899 0.893 0.439
H -1.937 2.173 0.337
O 2.441 -3.039 1.644
C 2.460 -1.890 1.369
O 2.175 -1.286 0.202
H 2.652 -1.095 2.178
H 1.623 -0.502 0.283
*
```

=====

two | ORCA calculation (ωB97M-V with the def2-TZVPD basis set) on a cluster of 2 separate species, C2H6N2O2 in total.

Values from the calculation:
* HOMO: -9.6 eV

```
! RIJCOSX wB97M-V def2-TZVPD def2/J DEFGRID3
* xyz 0 1
N 1.346 1.122 -0.158
C 0.707 0.350 0.772
N 0.291 -0.938 0.261
O 0.649 0.584 1.953
H 0.960 1.097 -1.091
H 1.558 2.053 0.169
H 0.760 -1.251 -0.577
H 0.229 -1.646 0.981
C -1.548 -0.376 -0.543
O -1.167 0.579 -1.221
H -2.034 -0.209 0.431
H -1.752 -1.365 -0.977
*
```

=====

Going by the energies, two is most stable and the next is 49.0 kJ/mol up.

=====

one | ORCA calculation (ωB97M-V with the def2-TZVPD basis set) on a cluster of 2 separate species, C2H6N2O2 in total.

Values from the calculation:
* HOMO (spin up / spin down): -8.7 / -9.6 eV

```
! RIJCOSX wB97M-V def2-TZVPD def2/J DEFGRID3
* xyz 0 1
C -2.089 0.477 0.035
C 1.629 -0.251 -0.485
N 0.738 0.719 -0.424
N -0.864 -0.130 0.428
O -0.593 -1.350 0.569
O 2.684 0.058 0.427
H -2.220 0.519 -0.960
H -1.978 1.515 0.462
H -2.989 -0.102 0.411
H 1.228 -1.284 -0.407
H 2.068 -0.164 -1.459
H 2.385 -0.007 1.403
*
```

=====

two | ORCA calculation (ωB97M-V with the def2-TZVPD basis set) on the molecule C2H6N2O2.

Values from the calculation:
* HOMO: -8.3 eV

```
! RIJCOSX wB97M-V def2-TZVPD def2/J DEFGRID3
* xyz 0 1
C -2.215 -0.287 0.114
O -0.824 -0.438 -0.081
N -0.500 0.788 -0.062
C 0.877 0.787 -0.225
N 1.684 -0.361 -0.461
O 2.860 -0.154 0.422
H -2.703 0.569 -0.340
H -2.765 -1.152 -0.072
H -2.227 0.199 1.203
H 1.078 1.827 0.018
H 1.048 -1.266 -0.298
H 3.686 -0.513 -0.218
*
```

=====

three | ORCA calculation (ωB97M-V with the def2-TZVPD basis set) on a cluster of 2 separate species, C2H6N2O2 in total.

Values from the calculation:
* HOMO: -9.7 eV

```
! RIJCOSX wB97M-V def2-TZVPD def2/J DEFGRID3
* xyz 0 1
H 0.715 2.177 0.141
N 0.945 1.185 0.108
C 1.486 0.927 -1.042
N 2.293 -0.131 -1.166
H 1.224 1.584 -1.870
H 2.667 -0.513 -2.018
H 2.483 -0.701 -0.358
O -2.519 0.034 0.579
C -1.864 -0.948 0.804
O -0.544 -0.995 0.830
H -2.310 -1.932 0.999
H -0.145 -0.105 0.637
*
```

=====

Going by the energies, three is most stable and the next is 615.4 kJ/mol up.